Entry 1:
Entry from OMol25: one molecule with the formula C3H7NO3S in a non-equilibrium geometry (the ωB97M-V functional and the def2-TZVPD basis).

Calculated values
Energy above the lowest of the compared OMol25 structures with the same formula, charge and spin in kJ/mol: 465.9
SMILES: C/C=N/OS(C)(=O)=O
E_tot in Ha: -796.98787
HOMO-LUMO gap in eV: 10.063
Maximum force in eV/Å: 6.2

Bonds (Å) are listed after each position.
Positions of all 15 atoms, in Å:
1 S -1.86259 0.39474 -0.47247  O2 1.464, O3 1.789, O4 1.414, C8 1.975
2 O -1.44764 -0.97391 -0.78380  S1 1.464
3 O -0.22130 0.74498 0.14833  S1 1.789, N5 1.467
4 O -2.99479 0.73218 0.30363  S1 1.414
5 N 0.58772 -0.31581 0.75734  O3 1.467, C7 1.343
6 C 2.20367 -1.56442 1.61341  C7 1.458, H9 1.121, H12 1.168, H15 1.036
7 C 1.88731 -0.24135 1.08781  N5 1.343, C6 1.458, H10 1.106
8 C -1.83057 1.56020 -2.06630  S1 1.975, H11 1.093, H13 1.036, H14 1.079
9 H 2.31665 -1.82483 2.69781  C6 1.121
10 H 2.55008 0.64387 1.11741  C7 1.106
11 H -2.84508 1.94645 -2.19420  C8 1.093
12 H 1.26461 -2.24270 1.46326  C6 1.168
13 H -1.08100 2.24506 -1.86037  C8 1.036
14 H -1.46035 0.91451 -2.84787  C8 1.079
15 H 2.93329 -2.01900 1.03601  C6 1.036



Entry 2:
Entry from OMol25: a 3-piece molecular cluster, C3H7NO4 overall in a non-equilibrium geometry (the ωB97M-V functional and the def2-TZVPD basis).

Calculated values
Total charge: -2
Energy above the lowest of the compared OMol25 structures with the same formula, charge and spin in kJ/mol: 47.6
E_tot in Ha: -473.95514
HOMO-LUMO gap in eV: 4.499
Maximum force in eV/Å: 4.1

Bonds (Å) are listed after each position.
Positions of all 15 atoms, in Å:
1 O -1.72177 -1.57766 0.93277  N5 1.463, H12 0.970
2 O -2.33199 -1.09970 -1.16108  N5 1.319, H15 1.089
3 O 0.75839 -1.45048 0.77961  C8 1.233
4 O -0.11020 -1.06262 -2.13698  C7 1.281
5 N -1.75279 -0.55189 -0.11059  O1 1.463, O2 1.319
6 C 0.83561 0.87391 0.98764  C8 1.477, H10 1.087, H13 1.123, H14 1.074
7 C -0.04350 -0.30968 -1.10254  O4 1.281, C8 1.463, H9 1.201
8 C 0.50587 -0.36460 0.25282  O3 1.233, C6 1.477, C7 1.463
9 H -0.12106 0.85225 -1.39746  C7 1.201
10 H 1.54816 1.56711 0.54681  C6 1.087
11 H 3.84352 4.37699 0.39825  no bonds
12 H -0.81985 -1.93278 0.90127  O1 0.970
13 H -0.19655 1.31282 1.04479  C6 1.123
14 H 1.14777 0.56488 1.96773  C6 1.074
15 H -1.54162 -1.19854 -1.90304  O2 1.089